Density functional theory data (ωB97M-V/def2-TZVPD) for 2 unconnected molecules or ions with the total composition C2H4O4 in a non-equilibrium geometry.

SMILES = O=CO.O=CO
Net charge = 0
Orbital gap = 0.413 Eh
Energy above the lowest of the compared OMol25 structures with the same formula, charge and spin = 30.2 kcal/mol

CARTESIAN COORDINATES (ANGSTROEM)
C  0.050  -1.061  1.095
O  -1.141  -0.723  1.533
O  0.425  -1.127  -0.080
H  -1.479  0.020  0.987
H  0.486  -1.772  1.813
C  0.419  0.995  -0.667
O  -0.351  0.844  -1.738
O  -0.049  1.342  0.413
H  0.136  0.487  -2.492
H  1.503  0.994  -0.865

Atomic forces in eV per Å
C -0.18 -4.22 -1.91
O -0.05 1.53 0.03
O -0.09 0.42 1.95
H 0.05 -0.25 0.00
H 0.57 0.79 0.37
C -0.36 1.81 1.42
O -0.38 -0.01 -0.24
O 0.53 0.22 -1.89
H 0.11 0.04 0.18
H -0.20 -0.35 0.10

Density functional theory data (ωB97M-V/def2-TZVPD) for a molecular structure, C28H37N3O3S3 in a non-equilibrium geometry.

Net charge = 0
Orbital gap = 0.264 Eh
Energy above the lowest of the compared OMol25 structures with the same formula, charge and spin = 578.3 kcal/mol

CARTESIAN COORDINATES (ANGSTROEM)
O  -2.913  3.141  1.360
C  -2.072  2.555  0.507
N  -0.764  3.066  0.335
C  0.035  2.510  -0.609
N  -0.274  2.173  -1.978
C  0.697  1.746  -2.441
C  1.787  1.480  -1.586
S  1.601  2.125  -0.228
S  3.329  1.040  -2.493
C  3.971  -0.228  -1.140
C  4.679  0.677  -0.002
N  3.764  1.328  0.764
C  4.524  2.187  1.399
H  3.725  3.137  1.862
C  5.223  1.794  2.617
H  5.189  2.504  3.682
H  6.296  1.390  2.540
C  4.388  0.500  3.187
H  4.053  0.748  4.016
H  5.031  -0.284  3.239
C  3.323  0.439  1.894
H  2.310  0.993  2.466
H  3.171  -0.470  1.740
H  5.095  2.951  0.997
H  5.462  1.328  -0.717
H  5.373  -0.285  0.505
H  4.558  -1.078  -1.682
H  3.093  -0.535  -0.778
H  0.583  1.592  -3.431
H  -0.581  3.646  1.087
C  -2.609  1.474  -0.356
C  -1.646  0.246  -0.423
C  -1.199  -0.387  -1.417
C  -0.272  -1.528  -1.390
C  0.307  -1.755  -0.149
C  0.000  -0.826  1.037
C  -0.989  -0.045  0.753
H  -1.312  0.502  2.083
H  0.427  -1.225  1.947
S  1.488  -2.824  0.040
O  2.160  -3.313  -1.223
O  2.440  -2.473  1.168
C  0.637  -4.436  0.613
C  0.866  -5.807  -0.149
C  -0.472  -4.847  -0.355
H  -1.097  -5.367  0.181
H  -0.477  -4.481  -1.156
H  1.070  -6.741  0.412
H  1.618  -5.531  -1.120
H  0.525  -4.311  1.707
H  0.118  -1.871  -2.298
H  -1.641  -0.140  -2.445
C  -3.321  1.726  -1.590
C  -4.038  0.962  -0.174
C  -4.472  -0.455  -0.186
C  -4.507  -0.938  1.296
C  -5.615  -0.502  1.961
C  -7.069  -0.563  1.485
C  -7.023  0.214  0.092
C  -5.863  -0.481  -0.586
H  -5.980  -0.016  -1.922
H  -6.201  -1.527  -0.970
H  -6.833  1.194  0.130
H  -8.197  -0.040  -0.257
H  -7.703  -0.239  2.142
H  -7.194  -1.703  1.348
H  -5.360  0.510  2.272
H  -5.493  -0.839  3.114
H  -3.688  -1.001  1.584
H  -4.691  -2.039  1.380
H  -3.862  -0.827  -0.845
H  -4.606  1.689  0.465
H  -3.472  1.048  -2.404
H  -3.696  2.950  -1.869

Atomic forces in eV per Å
O 4.50 -2.65 -3.78
C -3.51 4.22 3.68
N -5.29 -2.60 -0.86
C 0.09 0.27 -2.65
N -11.10 7.80 10.04
C 10.16 -5.38 -2.98
C 3.80 -2.91 -9.34
S -1.40 2.78 6.56
S -0.40 -1.05 2.23
C 3.48 2.57 -2.46
C 5.16 -6.75 -6.55
N -1.24 -3.95 0.88
C -1.34 10.18 6.19
H 1.29 -2.39 -0.78
C 1.57 -2.47 6.25
H 0.35 -1.23 -3.75
H -1.36 1.11 -0.33
C 1.81 2.14 -11.13
H -3.87 1.88 7.38
H 1.52 -2.58 0.01
C -1.12 8.90 6.00
H 2.54 -1.62 -2.19
H -1.76 -7.59 -2.38
H 1.30 0.66 -2.66
H -2.13 -1.21 2.62
H -1.54 3.06 -0.53
H -0.88 1.78 1.28
H -3.19 -1.81 1.34
H 1.02 -1.34 -3.51
H 1.31 1.60 1.26
C 1.46 -3.99 -0.13
C -1.50 4.57 4.93
C 0.93 -4.74 -8.14
C -0.72 3.08 2.75
C -2.66 4.67 -0.01
C 2.20 -6.01 -3.11
C -2.59 3.68 7.76
H 0.33 -0.96 -4.45
H -0.07 0.98 0.26
S 7.17 -7.67 1.18
O -1.79 2.18 1.81
O -2.53 0.03 -2.37
C 0.34 0.79 -1.21
C 1.91 4.67 -2.51
C 6.57 -5.76 11.60
H -4.88 -1.92 1.85
H -0.87 5.24 -11.65
H -0.83 0.82 -0.47
H -1.99 -1.23 3.03
H -0.32 -0.55 -0.75
H 0.31 -1.06 -1.03
H 0.88 -0.34 1.39
C -4.47 3.51 0.94
C 1.08 5.11 -0.65
C -2.52 3.38 4.69
C -8.86 -5.08 -9.18
C -2.75 4.09 8.74
C 5.70 -2.89 -4.75
C -3.49 -6.38 1.43
C -4.26 -1.31 -9.07
H 0.76 -0.87 3.60
H 0.63 1.30 1.43
H 0.21 3.85 0.68
H 3.51 0.95 -0.27
H -3.55 2.03 3.86
H -0.56 1.66 -0.38
H -0.72 1.17 -0.39
H -0.68 -0.21 -2.29
H 13.17 0.77 5.96
H 0.13 -0.31 -1.44
H 3.05 -3.52 -3.31
H 0.56 -0.76 -0.86
H 0.77 -0.25 -0.38
H 1.19 -4.11 1.10

Density functional theory data (ωB97M-V/def2-TZVPD) for C3H7N3OS in the gas phase in a non-equilibrium geometry.

SMILES = CN/N=C/NSC=O
Net charge = 0
Orbital gap = 0.323 Eh
Energy above the lowest of the compared OMol25 structures with the same formula, charge and spin = 101.6 kcal/mol

CARTESIAN COORDINATES (ANGSTROEM)
C  2.971  0.401  -0.112
C  -0.422  0.301  -0.055
C  -3.191  -1.156  0.499
H  3.794  0.807  0.482
H  2.559  1.083  -1.114
H  3.307  -0.644  -0.533
H  1.438  0.849  1.171
H  -0.353  1.262  0.706
H  -1.348  -0.321  -1.560
H  -4.188  -1.027  1.139
N  1.748  0.106  0.579
N  0.668  -0.304  -0.313
N  -1.453  0.448  -0.958
O  -2.499  -2.182  0.288
S  -3.030  0.377  -0.220

Atomic forces in eV per Å
C -1.49 -1.20 -4.53
C 2.75 4.14 1.90
C 0.31 -3.32 -0.02
H -0.61 0.24 0.00
H 2.15 -1.43 2.51
H -0.27 2.19 0.48
H -0.21 0.61 0.23
H -0.67 -2.56 -1.30
H -0.17 -1.21 -1.75
H 1.72 -0.98 -0.81
N -1.05 -1.49 0.37
N 0.63 0.88 1.19
N -1.55 -0.60 1.11
O -2.35 3.41 1.16
S 0.81 1.33 -0.54

Density functional theory data (ωB97M-V/def2-TZVPD) for a molecular structure, C28H54DyOP2 in a non-equilibrium geometry.

2S+1 = 6
Net charge = +1
Orbital gap (alpha / beta) = 0.252 / 0.259 Eh
Energy above the lowest of the compared OMol25 structures with the same formula, charge and spin = 24.3 kcal/mol

CARTESIAN COORDINATES (ANGSTROEM)
Dy  0.109  -0.009  -0.039
C  2.315  -0.714  -0.756
C  2.470  0.385  0.210
C  1.610  -1.476  1.341
C  1.799  -1.866  -0.037
C  2.034  -0.103  1.514
C  2.832  -0.695  -2.151
H  2.787  0.294  -2.635
H  2.340  -1.397  -2.837
H  3.898  -0.972  -2.112
C  1.874  -3.233  -0.551
H  1.989  -3.269  -1.631
H  1.003  -3.763  -0.383
H  2.601  -3.832  -0.022
C  1.189  -2.335  2.453
H  2.067  -2.728  3.004
H  0.651  -3.197  2.068
H  0.503  -1.873  3.198
C  2.362  0.422  2.864
H  3.380  0.060  3.090
H  1.701  0.038  3.655
H  2.364  1.526  2.943
C  3.488  1.393  -0.021
H  4.463  0.853  -0.046
H  3.522  2.173  0.765
H  3.382  1.916  -0.993
C  -0.685  3.306  -1.147
C  0.593  3.250  -1.565
C  1.450  4.488  -1.654
C  1.915  5.066  -0.277
C  1.405  4.372  0.962
C  0.132  4.481  1.347
C  -0.875  5.271  0.541
C  -1.348  4.625  -0.798
H  0.926  5.296  -2.211
H  1.567  6.117  -0.243
H  2.352  4.256  -2.263
H  -1.208  5.370  -1.613
H  -1.321  2.427  -0.948
H  1.131  2.313  -1.791
H  -2.445  4.456  -0.732
H  -1.762  5.466  1.183
H  -0.240  4.050  2.291
H  -0.442  6.261  0.295
H  3.027  5.102  -0.255
H  2.150  3.807  1.550
P  -0.968  -0.768  -2.393
C  -0.540  -2.471  -2.899
H  -1.172  -2.622  -3.780
H  -0.751  -3.186  -2.099
H  0.535  -2.532  -3.120
C  -2.805  -0.723  -2.453
H  -3.015  -1.160  -3.437
H  -3.128  0.327  -2.369
H  -3.231  -1.314  -1.631
C  -0.419  0.159  -3.886
H  -0.812  1.187  -3.806
H  -0.875  -0.446  -4.685
H  0.689  0.145  -3.911
P  -1.736  0.401  1.883
C  -0.996  0.805  3.523
H  -1.826  1.338  3.997
H  -0.077  1.406  3.436
H  -0.795  -0.167  4.005
C  -3.240  1.371  1.404
H  -3.009  2.447  1.499
H  -3.997  0.993  2.106
H  -3.512  1.110  0.362
C  -2.631  -1.095  2.507
H  -3.150  -0.651  3.371
H  -1.891  -1.861  2.803
H  -3.339  -1.440  1.739
C  -2.375  -3.260  -0.153
C  -0.990  -3.839  0.102
C  -0.949  -4.488  1.505
C  -0.674  -5.004  -0.888
O  -0.382  -2.344  0.139
H  -2.972  -4.091  0.193
H  -2.332  -3.009  -1.221
H  -2.470  -2.342  0.485
H  -1.730  -5.240  1.333
H  -0.052  -5.023  1.820
H  -1.330  -3.814  2.304
H  -1.708  -5.288  -1.260
H  -0.049  -4.968  -1.775
H  -0.350  -5.921  -0.316

Atomic forces in eV per Å
Dy -1.45 -1.63 -0.26
C -0.17 -0.80 2.29
C -0.80 -2.10 0.76
C 1.47 2.03 -0.76
C 2.65 2.12 0.37
C 0.90 -1.65 -1.70
C 0.53 0.05 -0.49
H -0.03 -0.18 0.26
H 0.09 0.09 0.32
H -0.21 0.07 -0.25
C 0.74 -0.24 -0.56
H 0.60 -0.01 -0.05
H -1.19 -0.67 0.39
H 0.90 0.11 -0.15
C -0.21 -1.07 0.92
H -0.32 0.30 -0.08
H 0.33 0.31 0.09
H 0.52 -0.02 -0.45
C 0.27 0.68 0.49
H -0.28 0.28 0.14
H 0.23 0.06 -0.35
H 0.05 -0.46 -0.11
C 1.29 1.51 -0.33
H -0.32 0.66 0.06
H 0.07 -0.42 -0.36
H 0.10 -0.20 0.43
C 0.49 0.24 -0.03
C -0.42 -0.16 0.25
C 0.39 0.08 -0.84
C 0.50 0.48 0.11
C 0.25 -0.18 0.26
C -0.10 0.00 0.20
C -0.22 0.52 0.52
C -0.75 -0.09 -0.29
H 0.18 -0.60 0.34
H 0.29 -0.44 0.05
H -0.58 0.12 0.38
H -0.03 -0.60 0.41
H 0.38 0.04 -0.41
H -0.52 0.16 0.11
H 0.66 0.11 -0.11
H 0.54 -0.04 -0.46
H 0.41 0.04 -0.47
H -0.23 -0.45 0.24
H -0.76 -0.06 0.00
H -0.62 0.32 -0.20
P 0.55 -0.03 -0.44
C -0.21 0.40 0.12
H 0.36 -0.50 -0.09
H 0.07 0.54 -0.63
H -0.46 0.06 -0.18
C 0.62 0.15 -0.12
H -0.65 0.21 0.24
H -0.05 -0.43 -0.27
H 0.09 0.24 -0.47
C -0.57 -0.44 0.55
H 0.25 -0.42 -0.42
H 0.41 0.77 -0.37
H -0.69 0.03 -0.19
P -0.60 -1.16 0.65
C -0.51 0.66 -0.58
H 0.51 0.02 0.67
H -0.59 -0.15 0.20
H -0.08 0.59 -0.11
C 0.76 0.09 0.60
H -0.54 -0.41 -0.08
H -0.18 0.72 -0.36
H 0.15 0.17 0.58
C 0.32 0.61 -0.26
H -0.09 -0.67 -0.09
H -0.63 0.32 -0.21
H 0.18 -0.02 0.66
C 0.58 -0.60 0.68
C 0.38 3.96 1.39
C -1.39 0.26 -0.39
C -1.37 -1.50 0.22
O -1.16 -1.45 -0.62
H -1.61 0.11 -0.66
H -1.07 -0.36 0.57
H -0.22 -1.39 -0.99
H 0.14 -0.27 0.65
H 0.08 0.26 -0.25
H 0.41 -0.43 -0.56
H 1.09 0.15 0.17
H 0.16 0.57 0.19
H -0.06 1.08 -0.52

Density functional theory data (ωB97M-V/def2-TZVPD) for a molecular structure, C5H10BrN3O3 in a non-equilibrium geometry.

Net charge = 0
Orbital gap = 0.233 Eh
Energy above the lowest of the compared OMol25 structures with the same formula, charge and spin = 90.6 kcal/mol

CARTESIAN COORDINATES (ANGSTROEM)
C  -0.917  2.354  -3.471
C  -0.772  1.136  -2.334
O  -1.786  0.959  -1.481
O  0.496  0.391  -2.359
C  0.360  -0.964  -1.802
O  0.053  -2.007  -2.622
C  0.608  -1.367  -0.215
N  -0.206  -0.488  0.754
C  0.498  -0.404  2.099
N  1.954  -0.064  2.326
N  -0.308  -0.623  3.222
H  -0.335  2.079  -4.471
H  -0.525  3.384  -3.024
H  -2.079  2.427  -3.700
H  1.779  -1.239  -0.038
H  0.319  -2.473  0.041
H  -1.060  -1.082  0.948
H  2.609  -0.770  1.923
H  2.204  0.901  2.017
H  -0.241  0.080  4.004
H  -1.006  -1.419  3.266
Br  -1.644  -0.811  4.915

Atomic forces in eV per Å
C 0.16 -0.75 0.10
C -4.80 0.73 2.92
O 7.03 0.30 -5.29
O -3.10 -1.27 1.51
C -2.14 -6.35 -3.66
O 2.23 7.54 5.27
C 0.89 0.70 -0.38
N 2.79 -2.66 2.38
C -1.55 -0.55 0.75
N -2.24 0.52 -1.16
N 7.42 1.43 -9.51
H -1.18 0.60 2.37
H -0.82 -2.43 -0.90
H 2.64 -0.18 0.66
H -2.60 -0.12 -0.35
H 0.66 2.03 -1.41
H 0.79 1.52 -0.23
H -1.01 0.83 0.40
H -0.28 -1.20 0.03
H 0.53 -1.55 -0.57
H 0.55 1.64 -0.34
Br -5.95 -0.79 7.41

Density functional theory data (ωB97M-V/def2-TZVPD) for C5H7N3 in the gas phase in a non-equilibrium geometry.

SMILES = [H]/N=C1\N=CN2[C@H]1[C@@H]2C
Net charge = 0
Orbital gap = 0.353 Eh
Energy above the lowest of the compared OMol25 structures with the same formula, charge and spin = 88.3 kcal/mol

CARTESIAN COORDINATES (ANGSTROEM)
C  1.418  -0.264  0.966
C  1.015  -0.726  -0.403
C  -0.409  -0.643  -0.818
C  -0.062  1.410  -0.530
C  -1.559  0.007  -0.049
H  1.771  -1.070  1.518
H  0.731  0.346  1.554
H  2.404  0.286  0.927
H  1.757  -1.381  -0.990
H  -0.912  -1.202  -1.609
H  0.305  2.453  -0.530
H  -3.266  -0.159  0.748
N  0.498  0.406  -1.259
N  -1.078  1.280  0.380
N  -2.611  -0.743  0.094

Atomic forces in eV per Å
C 2.05 1.02 -0.22
C 0.10 0.44 -0.19
C -1.71 -1.36 -1.39
C -1.54 3.62 3.92
C 0.89 -2.97 1.20
H -0.05 -1.89 1.31
H -0.06 -0.41 -0.35
H -1.04 0.01 -0.46
H -1.46 1.07 1.06
H 0.98 -0.55 0.05
H 0.44 -0.79 -0.41
H 0.99 -1.36 -1.46
N -0.63 0.16 -0.82
N 1.06 -0.73 -4.08
N -0.01 3.74 1.85